Entry 1:
This record from the OMol25 dataset describes 9 unconnected molecules or ions with the total composition H19O9 in a non-equilibrium geometry. The level of theory is ωB97M-V/def2-TZVPD.

Output
E_HOMO (eV): -14.3
Net charge: +1
Kohn-Sham gap (eV): 11.0

Geometry (Å):
O1 -1.349 0.053 0.454
H1 -1.060 -0.811 0.079
H2 -0.460 0.467 0.826
H3 -1.659 0.583 -0.284
O2 0.838 -0.867 2.522
H4 1.755 -0.606 2.662
H5 0.858 -1.706 2.967
O3 -1.387 0.809 -2.210
H6 -2.234 0.690 -2.612
H7 -0.861 0.689 -3.000
O4 0.937 -0.778 -0.622
H8 1.223 -0.877 -1.561
H9 1.751 -0.563 -0.180
O5 1.517 -3.357 0.606
H10 1.048 -2.539 0.593
H11 1.689 -3.495 1.533
O6 -1.910 2.829 -0.076
H12 -1.476 3.388 0.567
H13 -1.502 3.118 -0.885
O7 -1.534 -2.406 -0.813
H14 -2.136 -3.067 -1.123
H15 -0.965 -2.216 -1.613
O8 0.610 1.637 1.452
H16 0.432 1.178 2.256
H17 1.309 2.299 1.682
O9 1.708 2.162 -1.110
H18 1.639 1.489 -1.789
H19 1.222 1.905 -0.326

For each atom in turn, the Löwdin charge in e is:
1. O 0.21
2. H 0.08
3. H 0.12
4. H 0.08
5. O -0.02
6. H 0.07
7. H 0.06
8. O -0.01
9. H 0.06
10. H 0.07
11. O -0.05
12. H 0.10
13. H 0.06
14. O -0.03
15. H -0.04
16. H 0.03
17. O -0.03
18. H 0.05
19. H 0.04
20. O -0.04
21. H 0.06
22. H 0.08
23. O -0.05
24. H 0.03
25. H 0.13
26. O -0.04
27. H 0.02
28. H -0.03

Entry 2:
This record from the OMol25 dataset describes a molecular structure, C30H38IrNO7SSi in a non-equilibrium geometry. The level of theory is ωB97M-V/def2-TZVPD.

Output
E_HOMO (eV): -8.6
Kohn-Sham gap (eV): 7.8

Geometry (Å):
Ir1 -1.575 -0.657 -0.068
C1 -0.386 -0.639 4.063
C2 -1.275 -1.209 2.974
C3 -2.530 -1.865 3.527
O1 -1.656 -0.167 2.054
C4 -0.502 -2.300 2.211
O2 0.049 -3.178 2.835
O3 -0.543 -2.191 0.911
H1 -0.923 0.138 4.612
H2 0.520 -0.197 3.638
H3 -0.102 -1.433 4.748
H4 -3.098 -1.139 4.112
H5 -2.243 -2.699 4.162
H6 -3.157 -2.234 2.718
H7 -0.891 0.438 1.925
O4 -3.969 1.035 -2.922
C5 -3.119 0.543 -2.212
O5 -3.174 0.350 -0.936
C6 -1.842 0.036 -2.827
C7 -1.442 0.423 -4.092
C8 -0.225 -0.025 -4.573
C9 0.543 -0.865 -3.776
C10 0.059 -1.246 -2.543
N1 -1.115 -0.802 -2.074
H8 -2.099 1.076 -4.648
H9 0.129 0.283 -5.548
H10 1.503 -1.231 -4.111
H11 0.598 -1.942 -1.916
O6 -3.712 -3.159 0.839
S1 -2.990 -2.572 -0.296
C11 -4.137 -2.471 -1.697
C12 -4.052 -3.841 -2.350
C13 -2.552 -4.118 -2.450
C14 -1.999 -3.900 -1.046
H12 -3.768 -1.694 -2.362
H13 -5.113 -2.187 -1.311
H14 -4.545 -3.861 -3.321
H15 -4.530 -4.580 -1.704
H16 -2.099 -3.409 -3.149
H17 -2.346 -5.125 -2.809
H18 -0.954 -3.602 -1.009
H19 -2.155 -4.757 -0.393
C15 2.009 4.090 -0.510
C16 1.109 2.914 -0.898
C17 -0.359 3.349 -0.936
C18 1.513 2.341 -2.256
Si1 1.265 1.500 0.407
O7 -0.077 0.617 0.340
C19 2.792 0.478 -0.007
C20 4.085 1.008 -0.071
C21 5.179 0.200 -0.346
C22 5.002 -1.160 -0.567
C23 3.731 -1.709 -0.490
C24 2.639 -0.896 -0.207
C25 1.476 2.246 2.122
C26 0.427 2.960 2.715
C27 0.528 3.447 4.010
C28 1.697 3.254 4.734
C29 2.761 2.578 4.155
C30 2.643 2.067 2.868
H20 1.911 4.906 -1.236
H21 3.061 3.797 -0.483
H22 1.744 4.482 0.473
H23 -0.489 4.178 -1.642
H24 -0.708 3.692 0.040
H25 -1.007 2.530 -1.254
H26 1.321 3.073 -3.051
H27 0.934 1.444 -2.480
H28 2.572 2.079 -2.286
H29 4.247 2.065 0.103
H30 6.172 0.631 -0.386
H31 5.854 -1.789 -0.793
H32 3.592 -2.773 -0.644
H33 1.650 -1.333 -0.116
H34 -0.489 3.127 2.159
H35 -0.303 3.981 4.453
H36 1.775 3.627 5.747
H37 3.685 2.449 4.706
H38 3.476 1.523 2.440

For each atom in turn, the Löwdin charge in e is:
1. Ir 1.37
2. C 0.01
3. C -0.50
4. C 0.01
5. O -0.12
6. C -0.58
7. O 0.10
8. O -0.22
9. H 0.10
10. H 0.09
11. H 0.10
12. H 0.10
13. H 0.10
14. H 0.06
15. H 0.06
16. O 0.09
17. C -0.63
18. O -0.16
19. C -0.19
20. C 0.03
21. C -0.03
22. C -0.03
23. C -0.09
24. N -0.04
25. H 0.13
26. H 0.12
27. H 0.12
28. H 0.11
29. O -0.42
30. S 0.86
31. C -0.26
32. C -0.21
33. C -0.21
34. C -0.26
35. H 0.07
36. H 0.12
37. H 0.12
38. H 0.12
39. H 0.11
40. H 0.12
41. H 0.07
42. H 0.12
43. C -0.08
44. C -0.59
45. C -0.08
46. C -0.08
47. Si 0.51
48. O -0.44
49. C -0.22
50. C -0.11
51. C -0.08
52. C -0.09
53. C -0.08
54. C -0.09
55. C -0.22
56. C -0.10
57. C -0.08
58. C -0.09
59. C -0.08
60. C -0.08
61. H 0.08
62. H 0.06
63. H 0.07
64. H 0.09
65. H 0.07
66. H 0.06
67. H 0.09
68. H 0.05
69. H 0.08
70. H 0.10
71. H 0.10
72. H 0.10
73. H 0.10
74. H 0.07
75. H 0.10
76. H 0.10
77. H 0.10
78. H 0.10
79. H 0.09

Entry 3:
This record from the OMol25 dataset describes a single C4H3Cl2NO molecule in a non-equilibrium geometry. The level of theory is ωB97M-V/def2-TZVPD.

Output
E_HOMO (alpha / beta) (eV): -8.8 / -8.3
Kohn-Sham gap (alpha / beta) (eV): 7.9 / 7.1

Geometry (Å):
C1 -0.638 1.395 -0.057
C2 0.651 1.109 1.896
C3 1.677 1.072 2.705
C4 0.352 -0.642 -0.120
N1 -0.624 0.159 -0.379
O1 0.001 1.847 0.961
Cl1 2.942 2.442 2.766
Cl2 2.186 -0.204 3.731
H1 -1.336 2.018 -0.414
H2 1.376 -0.212 0.019
H3 0.118 -1.821 -0.162

For each atom in turn, the Löwdin charge in e is:
1. C -0.22
2. C -0.18
3. C -1.09
4. C 0.03
5. N 0.02
6. O 0.06
7. Cl 0.44
8. Cl 0.60
9. H 0.11
10. H 0.10
11. H 0.13

Entry 4:
This record from the OMol25 dataset describes a single C3H3NO2 molecule in a non-equilibrium geometry. The level of theory is ωB97M-V/def2-TZVPD.

Output
E_HOMO (eV): -11.0
Kohn-Sham gap (eV): 11.1

Geometry (Å):
O1 -0.099 1.682 -0.170
C1 0.299 0.517 0.443
C2 -0.745 -0.603 0.152
O2 -1.460 -0.449 -0.806
C3 1.307 -0.340 -0.259
N1 1.576 -1.350 -0.767
H1 -0.784 1.383 -0.802
H2 0.596 0.710 1.482
H3 -0.664 -1.533 0.737

For each atom in turn, the Löwdin charge in e is:
1. O 0.01
2. C -0.32
3. C -0.21
4. O 0.08
5. C -0.14
6. N 0.19
7. H 0.10
8. H 0.16
9. H 0.14